(1)
44
Properties=species:S:1:pos:R:3:forces:R:3:mulliken_charge:R:1 method="wB97M-V/def2-TZVPD" smiles="Nc1nc(N)c(/N=N/c2ccc(S(=O)(=O)NC(=O)c3ccccc3)cc2)c(=O)[nH]1" charge=0 lumo_ev=-0.6
N 1.3391 6.8143 3.7520 1.3339 -3.7962 -0.3849 -0.378
C 1.1644 5.8877 2.7530 0.2822 0.1500 2.1853 0.254
N 0.1720 6.1704 2.0063 0.1556 -1.2135 -1.2490 -0.480
C -0.1980 5.2207 1.0842 -0.3309 0.3477 1.4336 0.244
N -1.1436 5.7704 0.3271 -0.7438 -0.7262 -1.0641 -0.431
C 0.2199 3.8738 1.0147 3.0099 3.2783 2.6007 0.447
N -0.3032 3.0449 0.0960 -1.6874 -0.2250 -1.0597 -0.290
N 0.4066 2.1883 -0.4446 0.9530 0.5732 1.4724 -0.346
C -0.1852 1.2562 -1.2778 -2.5418 0.0674 1.5890 0.288
C 0.6997 0.7169 -2.1000 -0.4228 -3.0967 -2.7914 -0.538
C 0.3621 -0.3720 -2.8984 0.2513 -1.1814 -1.4838 -0.599
C -0.9318 -0.9626 -2.8565 1.6564 0.0758 0.5563 -0.059
S -1.1841 -2.5895 -3.6127 -3.8628 -0.2978 -3.6731 1.229
O -2.6440 -2.7900 -3.8275 3.2548 0.4274 1.5334 -0.647
O -0.4635 -2.7028 -4.9022 0.3035 -0.0003 3.3203 -0.690
N -0.5840 -3.7929 -2.4522 0.1495 2.2515 -3.5786 -0.324
C -1.0262 -3.7411 -1.2096 -3.6152 -0.8381 2.6557 0.597
O -2.1775 -3.3645 -1.0034 0.9378 0.6679 0.2044 -0.601
C -0.3171 -4.4720 -0.1288 -1.0710 0.6692 0.9841 0.623
C -1.0974 -5.0220 0.8991 0.0982 -2.4476 0.1097 -0.492
C -0.5039 -5.9222 1.8049 0.8136 -0.2440 0.5118 -0.445
C 0.9040 -6.0231 1.8426 -0.2837 0.4626 -0.3279 -0.304
C 1.6450 -5.3771 0.8485 1.5813 -1.0240 2.2569 -0.644
C 1.0371 -4.5816 -0.0720 0.6651 -0.1563 -1.0636 -0.370
C -1.8735 -0.3409 -2.0449 0.1930 1.3004 1.1851 -0.321
C -1.4884 0.7371 -1.2154 0.8590 -0.4567 -1.8903 -0.402
C 1.4058 3.6324 1.9491 -0.7039 -2.6466 -1.2911 0.228
O 1.8978 2.5144 2.0769 -0.0188 1.5111 0.1493 -0.628
N 1.8554 4.7017 2.7550 0.6775 0.4486 0.1631 -0.075
H 2.1871 6.8237 4.2293 1.3530 0.3436 0.9480 0.214
H 0.8775 7.6145 3.5551 -1.4479 3.1091 -0.4368 0.241
H -1.5675 5.0014 -0.1271 -1.3493 -0.3454 -1.2329 0.273
H -1.7497 6.4259 0.8044 0.2520 -0.0271 -0.2136 0.276
H 1.6434 1.0988 -2.1029 2.5535 0.9045 -0.1865 0.578
H 1.1040 -0.7672 -3.6583 -0.8808 0.3255 1.2041 0.337
H 0.3288 -4.0727 -2.6670 1.5643 -0.5068 -0.3284 0.273
H -2.1760 -5.0789 0.8871 -0.0559 0.6821 -0.3704 0.373
H -1.0629 -6.6453 2.4581 0.1863 1.3646 -0.5631 0.313
H 1.4764 -6.5081 2.6501 -0.6893 -0.2187 -0.5854 0.349
H 2.7441 -5.5517 0.9496 -0.9545 0.6424 -0.5900 0.291
H 1.6077 -4.0749 -0.8158 0.5762 0.2426 -0.4660 0.377
H -2.9215 -0.5367 -1.9915 -0.3395 -0.9691 -0.2337 0.450
H -2.2100 1.2545 -0.6609 -0.9564 0.4083 0.9519 0.517
H 2.7311 4.5418 3.3263 -1.7053 0.1641 -0.9508 0.291



(2)
47
Properties=species:S:1:pos:R:3:forces:R:3:mulliken_charge:R:1 method="wB97M-V/def2-TZVPD" multiplicity=4 charge=-1 lumo_ev="2.0 / 0.6"
Re -0.6799 -0.2867 1.1679 2.2347 -0.7587 -1.4347 1.008
S -1.4867 -2.2733 1.5675 -1.6677 -1.2492 0.6958 -0.263
S -0.2626 -3.9441 2.0987 0.5462 0.1088 0.0917 -0.143
S -0.5690 -5.3857 0.6829 0.3795 0.1742 -0.3469 0.034
S -2.2682 -6.2680 0.9452 -0.3691 -0.1475 0.1032 -0.215
Cl -3.8155 5.5215 1.0125 -0.9705 1.1440 -0.1855 -0.222
C -2.5496 4.5023 1.4278 0.0209 -1.9018 0.2746 0.300
C -2.8949 3.2663 2.0331 1.6575 -0.1774 0.3081 0.194
Cl -4.3960 2.9479 2.7761 -0.5886 0.2095 -0.1137 -0.216
C -1.9132 2.2749 2.1475 0.5981 1.3558 -0.4480 0.214
Cl -2.1780 0.6683 2.8270 -0.6907 0.7699 -0.3547 -0.197
C -0.5968 2.4836 1.6436 0.1603 0.8578 0.1651 -0.035
O 0.2546 1.4989 1.5847 -0.2303 1.1891 0.1953 -0.722
C -0.2278 3.8176 1.1933 -2.1529 -1.9971 0.6451 0.070
Cl 1.3398 4.0953 0.7385 1.5388 0.1501 -0.4349 -0.152
C -1.2434 4.7329 0.9877 -0.1868 0.2151 0.1887 0.304
Cl -0.8996 6.1854 0.1226 -0.0098 0.0608 0.1174 -0.184
N 6.1741 -0.8899 0.5937 0.1576 -1.4618 2.3725 -0.400
C 5.3079 -0.5745 -0.3851 1.2406 0.8701 -0.9462 -0.070
S 6.0186 0.0961 -1.7914 -0.8158 -0.3625 0.0761 -0.481
C 3.9523 -0.7632 -0.0251 1.6593 0.7999 0.2972 0.880
C 3.0128 -0.9762 -1.0089 -3.1600 -0.0392 0.0586 -0.874
C 1.6767 -1.0685 -0.5761 1.7727 -0.0424 -2.9896 0.321
N 1.3050 -0.7657 0.6576 -1.4104 -1.0682 2.6143 0.004
C 2.2443 -0.7704 1.6980 0.9920 0.6995 -2.0747 -0.681
C 3.5702 -0.6953 1.3613 -0.6540 -0.1307 0.8593 -0.634
H 7.1813 -0.8451 0.4982 -0.5400 0.0502 -0.3737 0.222
H 5.7761 -1.5728 1.2669 1.0042 0.7631 -0.5278 0.199
H 3.2562 -0.9446 -2.0725 0.0563 -0.4165 0.4410 0.330
H 0.8966 -1.3558 -1.3103 0.7006 0.6788 0.8597 -0.174
H 1.9447 -0.7186 2.7290 -0.4941 0.1685 0.0878 0.435
H 4.2904 -0.4405 2.1697 -0.5233 -0.5303 -0.8130 0.284
C -1.7244 0.2070 -2.9737 0.2681 -2.5070 -0.1882 -1.603
C -2.0550 -0.7049 -1.7152 0.4295 -1.7631 -0.4866 2.270
C -1.5051 -2.1903 -1.8863 1.2006 2.2239 -2.5020 -1.633
C -3.5976 -0.8489 -1.4271 1.8700 -0.4787 1.1360 -1.541
C -1.3745 -0.0078 -0.5510 -0.5683 -0.3047 0.8310 -1.195
H -2.2688 -0.1740 -3.9057 0.7843 0.6764 1.2094 0.359
H -0.6003 0.2247 -3.1430 -1.3834 -0.0414 0.0932 0.267
H -2.0453 1.1705 -2.6641 -0.3617 1.1074 -0.3495 0.499
H -1.9853 -2.6884 -2.7551 0.2782 0.3424 0.3798 0.415
H -1.6042 -2.7955 -1.0526 -0.5948 -0.9271 1.7820 0.366
H -0.3903 -2.1370 -2.0648 -1.3292 -0.2402 -0.2184 0.426
H -4.1035 -1.4480 -2.1925 -0.0148 0.4647 0.0900 0.417
H -3.9553 0.1436 -1.2496 -0.8861 0.5916 -0.3080 0.400
H -3.6583 -1.3648 -0.4331 -0.1267 0.1892 -0.8967 0.270
H -1.3525 1.0618 -0.7478 0.1787 0.6848 0.0202 0.148



(3)
39
Properties=species:S:1:pos:R:3:forces:R:3:mulliken_charge:R:1 method="wB97M-V/def2-TZVPD" smiles="C[C@@H](OC(=O)c1ccccc1OCc1ccc(Cl)cc1)C(N)=O" charge=0 lumo_ev=0.5 de_lowest_kcal_mol=11.5
C 1.5582 2.4964 -3.3520 0.0418 -0.2505 0.2515 -1.657
C 2.3448 1.3536 -2.7209 0.0182 0.0711 -0.3225 0.437
O 1.4980 0.5392 -1.9038 0.0737 0.1538 0.0262 -0.327
C 0.7214 -0.3335 -2.5454 -0.0979 -0.0117 -0.4263 1.001
O 0.6773 -0.4044 -3.7560 -0.0690 0.0180 0.2202 -0.674
C -0.0909 -1.1936 -1.6587 -0.0318 -0.0631 0.2914 -0.137
C -0.9988 -2.0456 -2.2852 0.1156 0.1222 0.0684 -0.446
C -1.7983 -2.9025 -1.5592 -0.0725 -0.0571 0.0183 -0.722
C -1.6909 -2.9133 -0.1782 0.0401 0.0213 -0.1212 -0.643
C -0.7956 -2.0809 0.4666 0.1623 0.0776 0.2376 -0.691
C 0.0206 -1.2094 -0.2544 -0.2154 -0.1988 -0.3077 1.055
O 0.9185 -0.3769 0.3128 -0.0624 -0.0274 0.1289 -0.370
C 1.1285 -0.4212 1.7067 0.1618 -0.0167 0.3204 -1.022
C -0.0285 0.1097 2.5195 -0.0089 0.0158 -0.0693 0.276
C -0.8926 1.0509 1.9756 0.1039 -0.0726 0.0537 0.056
C -1.9502 1.5481 2.7145 -0.0385 0.0103 0.0959 -0.770
C -2.1383 1.1050 4.0136 0.1831 -0.0988 -0.1020 0.392
Cl -3.4574 1.7213 4.9455 -0.1635 0.0725 0.1112 -0.217
C -1.2810 0.1722 4.5757 -0.0987 0.0836 0.0425 -0.679
C -0.2318 -0.3234 3.8238 0.0462 0.0802 -0.2066 -0.356
C 3.1180 0.4366 -3.6942 0.0382 0.3021 0.1795 0.343
N 3.0546 0.7531 -5.0074 0.1865 0.1499 -0.4534 -0.393
O 3.8128 -0.4538 -3.2630 0.0925 -0.2083 0.1657 -0.632
H 2.2240 3.1407 -3.9197 0.0442 0.0889 -0.0456 0.457
H 1.0921 3.0833 -2.5631 -0.0077 0.0628 0.0104 0.360
H 0.7721 2.1109 -3.9979 -0.0249 0.0236 -0.0619 0.395
H 3.0817 1.7494 -2.0121 -0.0963 -0.1237 -0.2041 0.396
H -1.0507 -2.0112 -3.3630 0.0116 0.0035 -0.0604 0.469
H -2.4968 -3.5548 -2.0593 -0.0592 -0.0505 -0.0538 0.401
H -2.3098 -3.5753 0.4092 -0.0453 -0.0476 0.0602 0.419
H -0.7442 -2.1061 1.5434 0.0192 0.0061 0.0608 0.324
H 2.0043 0.2198 1.8616 -0.1004 -0.1785 -0.0188 0.412
H 1.3902 -1.4379 2.0298 -0.0328 0.1015 -0.0452 0.394
H -0.7347 1.3913 0.9633 -0.0129 0.0229 -0.1109 0.436
H -2.6231 2.2753 2.2884 -0.0818 0.0654 -0.0113 0.413
H -1.4376 -0.1647 5.5882 -0.0438 -0.0119 0.0941 0.410
H 0.4354 -1.0543 4.2572 0.0605 -0.1097 0.0531 0.399
H 3.4728 0.0837 -5.6357 -0.0280 0.0342 0.0712 0.259
H 2.2667 1.2664 -5.3619 -0.0077 -0.0605 0.0597 0.228



(4)
41
Properties=species:S:1:pos:R:3:forces:R:3:mulliken_charge:R:1 method="wB97M-V/def2-TZVPD" charge=-2 lumo_ev=4.2 de_lowest_kcal_mol=22.2
Cs -0.0548 -0.4101 0.0278 0.9923 0.6567 -1.1265 0.986
O 0.5850 2.6620 -3.9540 0.1258 -0.0956 -0.0763 -0.952
C 1.2340 3.7516 -3.7159 -0.2286 0.0938 0.1638 0.399
C 1.0735 4.9063 -4.5322 0.0339 -0.1113 -0.0353 -0.620
C 1.7498 6.0775 -4.2750 -0.0215 0.0843 -0.0685 -0.239
C 2.6193 6.1865 -3.1875 -0.0178 -0.0529 0.0098 -0.681
C 2.7810 5.0811 -2.3655 0.0572 0.0568 -0.0121 -0.275
C 2.1132 3.8861 -2.5978 0.1202 -0.1256 0.0926 0.197
C 2.3207 2.7201 -1.6874 0.0136 0.3058 -0.2291 0.448
O 1.6077 1.6313 -1.9676 0.0116 -0.2007 -0.0677 -0.492
N 3.1517 2.8102 -0.7167 0.0504 -0.6006 0.1950 -0.466
N 3.3649 1.6139 0.0161 -0.1452 0.6575 -0.0876 -0.510
C 2.5534 1.4306 0.9792 0.0893 -0.2362 0.1021 -0.417
C 2.7293 0.3322 1.9496 -0.0404 0.1946 -0.0778 0.569
C 3.9969 -0.1888 2.1887 0.0107 -0.0635 -0.0084 -0.364
C 4.2089 -1.2206 3.0903 -0.0134 0.0288 -0.0175 -0.598
C 3.1014 -1.7460 3.7644 0.0328 -0.0578 0.0145 -0.273
C 1.8347 -1.2492 3.5517 0.0070 0.0629 0.0427 -0.752
C 1.5812 -0.1692 2.6503 0.0614 -0.1227 0.0222 0.116
O 0.3978 0.2410 2.4036 0.3018 0.5553 1.7550 -0.992
H 1.0911 1.8538 -2.8520 -0.0600 0.1425 0.0781 0.467
H 0.3921 4.8180 -5.3712 0.0077 0.0279 -0.0103 0.370
H 1.5959 6.9297 -4.9326 0.0149 0.0030 0.0214 0.314
H 3.1508 7.1092 -2.9889 -0.0011 0.0029 0.0054 0.336
H 3.4450 5.1201 -1.5103 -0.0087 -0.0002 0.0090 0.414
H 1.6832 2.0804 1.1049 0.0736 0.0370 0.1118 0.600
H 4.8210 0.2390 1.6283 0.0159 -0.0111 0.0228 0.387
H 5.2051 -1.6120 3.2589 -0.0092 -0.0099 0.0177 0.335
H 3.2362 -2.5707 4.4598 0.0130 0.0102 0.0000 0.319
H 0.9713 -1.6735 4.0529 0.0197 -0.0011 0.0468 0.369
N -3.4800 -2.5866 -2.4838 0.0065 -0.0822 -0.1150 -0.799
C -2.2097 -2.7567 -1.7389 -0.0196 0.3192 0.1074 0.729
O -1.7915 -1.6545 -1.1218 -1.3817 -1.2398 -0.8935 -0.819
C -2.0091 -4.1077 -1.1033 -0.0284 -0.0935 -0.0511 -0.654
C -1.2063 -3.7183 -2.3508 -0.0793 -0.0732 -0.0029 -0.815
H -3.5813 -1.5780 -2.5314 -0.0325 -0.0024 0.0564 0.281
H -3.3507 -2.8924 -3.4441 0.0071 0.0183 0.0096 0.200
H -2.7829 -4.8587 -1.2226 0.0138 -0.0177 -0.0044 0.269
H -1.4769 -4.1245 -0.1601 -0.0136 -0.0178 0.0201 0.189
H -1.4396 -4.2324 -3.2796 0.0115 -0.0326 0.0099 0.253
H -0.1617 -3.4693 -2.2123 0.0093 -0.0090 -0.0300 0.170



(5)
39
Properties=species:S:1:pos:R:3:forces:R:3:mulliken_charge:R:1 method="wB97M-V/def2-TZVPD" smiles="O=C(CCCN1C(=O)c2ccccc2C1=O)NCc1ccco1" charge=0 lumo_ev=-0.2 de_lowest_kcal_mol=0.0
O -0.2325 -0.7441 -1.3939 -0.2070 0.1198 -0.4040 -0.649
C 0.2650 -1.3531 -0.4683 0.3689 -0.4314 0.3288 0.290
C -0.1360 -2.7705 -0.0817 -0.3016 0.0172 -0.2484 -0.625
C -1.5983 -3.0618 -0.4165 0.0415 0.1423 0.1751 -0.674
C -2.5630 -2.3770 0.5550 -0.0351 -0.3102 -0.1668 -0.984
N -2.4977 -0.9386 0.4376 -0.1634 -0.3059 0.1785 0.273
C -1.7066 -0.1359 1.2349 -0.1097 -0.0266 0.2890 0.016
O -1.0659 -0.5166 2.1869 0.0102 0.0790 0.0298 -0.655
C -1.8293 1.2295 0.6718 -0.2488 0.3940 -0.5084 0.652
C -1.2626 2.4223 1.0683 -0.0453 -0.1767 0.0246 -0.251
C -1.5354 3.5533 0.3053 0.0739 -0.0011 0.0896 -0.656
C -2.3497 3.4825 -0.8139 -0.0683 -0.0230 -0.0873 -0.507
C -2.9265 2.2793 -1.2095 -0.0135 -0.1734 0.0618 -0.621
C -2.6550 1.1598 -0.4528 0.3731 0.4702 0.3212 0.289
C -3.0957 -0.2463 -0.6119 -0.1211 -0.0716 -0.0019 0.302
O -3.8366 -0.7367 -1.4221 0.0315 0.0251 -0.0762 -0.641
N 1.2557 -0.8387 0.2917 0.3038 0.1050 0.0798 -0.037
C 1.7864 0.4951 0.0835 0.1416 -0.1064 -0.2823 -0.193
C 3.2729 0.4700 -0.0396 0.0057 0.3459 0.8916 0.056
C 4.2564 0.7027 0.8782 -0.5871 -0.0336 -0.3589 -0.571
C 5.4848 0.4909 0.2062 0.0672 -0.1859 -0.5617 -0.404
C 5.1545 0.1411 -1.0658 0.7753 0.1046 0.5132 -0.456
O 3.8224 0.1242 -1.2226 -0.4776 -0.0786 -0.3114 -0.316
H 0.5064 -3.4460 -0.6528 0.0547 0.0338 0.0498 0.403
H 0.0502 -2.9337 0.9810 0.0814 -0.0355 0.0093 0.403
H -1.7779 -4.1370 -0.3786 -0.0063 -0.0069 -0.0337 0.423
H -1.8070 -2.7075 -1.4276 -0.0179 -0.1150 0.0042 0.333
H -2.3180 -2.6311 1.5897 -0.0936 0.0249 -0.0908 0.416
H -3.5884 -2.6823 0.3306 0.0997 0.0377 0.1031 0.395
H -0.6318 2.4728 1.9426 0.0667 -0.0030 0.0896 0.543
H -1.1023 4.5013 0.5883 0.0241 0.0755 0.0157 0.405
H -2.5385 4.3764 -1.3895 -0.0126 0.0690 -0.0398 0.403
H -3.5599 2.2161 -2.0802 -0.0650 -0.0092 -0.0933 0.498
H 1.5830 -1.3402 1.1017 -0.1472 -0.0466 -0.0811 0.288
H 1.5015 1.1442 0.9181 0.0645 -0.0050 -0.1417 0.183
H 1.3301 0.8622 -0.8404 0.0289 0.0682 0.1863 0.325
H 4.1233 0.9946 1.8999 -0.1194 0.0756 0.2162 0.467
H 6.4691 0.5870 0.6156 0.2410 -0.0001 0.0045 0.427
H 5.7530 -0.1085 -1.9192 -0.0134 -0.0423 -0.1740 0.451



(6)
46
Properties=species:S:1:pos:R:3:forces:R:3:mulliken_charge:R:1 method="wB97M-V/def2-TZVPD" charge=-1 lumo_ev=1.0 de_lowest_kcal_mol=0.0
Zn 0.1772 -1.3577 1.0585 0.0072 -0.1101 -0.0219 1.046
O -6.5605 1.8906 1.6850 -0.0112 0.0379 -0.0327 -0.485
C -5.6190 2.6951 2.2347 0.0181 -0.1082 0.1361 0.530
O -5.9451 3.6726 2.8471 -0.0152 0.0505 -0.0440 -0.561
C -4.2036 2.2591 2.0444 -0.0171 0.0567 -0.0179 0.369
C -3.7855 1.6151 0.8823 0.0385 -0.0119 0.0083 -0.553
C -2.4705 1.2136 0.7462 -0.0254 0.0396 0.0421 0.418
C -1.5690 1.4586 1.7762 0.0394 0.0081 -0.0645 -0.414
C -1.9809 2.0937 2.9426 -0.0533 -0.0115 0.0193 -0.247
C -3.2947 2.5080 3.0665 0.0022 -0.0245 -0.0382 -0.981
N -0.2577 0.9808 1.5820 0.0320 0.0167 0.0912 -0.040
C 0.7514 1.5990 2.0240 -0.0023 -0.0382 -0.0591 -0.684
C 2.0882 1.0206 1.7819 -0.0009 0.0440 0.0104 0.659
C 3.2456 1.6726 2.1759 -0.0031 -0.0522 -0.0346 -0.843
C 4.4657 1.0806 1.8815 -0.0343 0.0130 0.0041 -0.256
C 4.4771 -0.1288 1.2106 0.0284 -0.0003 -0.0153 -0.951
C 3.2661 -0.7216 0.8774 -0.0209 -0.0058 -0.0150 -0.131
N 2.1010 -0.1559 1.1547 0.0457 0.0310 0.0877 0.213
H -6.1496 1.0653 1.3987 0.0031 -0.0143 -0.0161 0.351
H -4.4827 1.4330 0.0727 -0.0049 0.0031 -0.0017 0.475
H -2.1182 0.6894 -0.1333 0.0001 -0.0121 -0.0110 0.109
H -1.2962 2.2123 3.7720 0.0276 -0.0143 -0.0109 0.543
H -3.6395 2.9980 3.9668 -0.0006 0.0047 -0.0003 0.411
H 0.6969 2.5527 2.5536 -0.0448 0.0144 -0.0042 0.476
H 3.1843 2.6149 2.7039 0.0025 0.0087 -0.0008 0.379
H 5.3915 1.5560 2.1774 0.0037 0.0019 0.0002 0.419
H 5.4036 -0.6269 0.9628 0.0005 0.0010 0.0069 0.373
H 3.2160 -1.6900 0.3948 0.0167 0.0033 0.0053 0.489
C -3.0408 -1.8342 -2.5384 0.0039 -0.0018 -0.0064 -0.695
N -2.3371 -2.8745 -1.8237 0.0358 -0.0286 0.0067 0.240
C -2.8517 -4.1144 -1.4722 -0.0129 -0.0276 0.0047 -0.279
C -1.9170 -4.7331 -0.7224 -0.0625 0.0038 0.0434 -0.507
N -0.8442 -3.8798 -0.6443 -0.1034 0.0990 -0.1479 0.335
C -1.1100 -2.7358 -1.2900 0.0121 -0.0175 0.0669 -0.062
S -0.1274 -1.3286 -1.3894 -0.0168 -0.0160 0.0200 -0.532
H -4.0388 -2.1969 -2.7720 -0.0003 0.0068 -0.0117 0.312
H -2.5171 -1.5772 -3.4579 -0.0033 0.0105 0.0013 0.302
H -3.1105 -0.9448 -1.9139 -0.0041 0.0092 -0.0068 0.149
H -3.8421 -4.4172 -1.7577 0.0041 -0.0051 -0.0178 0.414
H -1.9375 -5.6563 -0.1699 0.0179 0.0020 0.0096 0.407
H -0.0572 -3.9565 0.0206 0.1277 -0.1149 -0.0457 -0.003
Se -1.5986 -5.9429 2.7526 0.0077 -0.0049 -0.0573 -0.722
Sb -0.6606 -3.7568 3.1817 -0.0605 0.0127 0.1108 0.671
Se -2.0009 -1.9328 2.0210 -0.0052 0.0765 0.0213 -0.582
Se 1.4138 -3.4259 1.7336 0.0122 0.0468 -0.0425 -0.870
Se -0.1651 -3.0668 5.4307 0.0159 0.0177 0.0279 -0.690



Table of DFT total energy (hartree), in record order: -1739.1775, -5212.3076, -1473.3522, -1142.7738, -1067.9390, -13050.6736